Here is a molecular structure, C39H35ClN2PtSi2 in a non-equilibrium geometry from the OMol25 dataset. Energies are from ωB97M-V/def2-TZVPD.

```
80
C39H35ClN2PtSi2 ωB97M-V/def2-TZVPD
C -1.73180 -1.08860 -1.54222
C 0.49920 3.02508 -4.73632
H -2.22656 -0.11890 -1.63877
C 0.65298 -1.96648 -3.81382
H 3.78396 -2.10048 6.52648
C 2.30420 -2.07593 3.45047
H -0.54356 -2.13665 4.84200
C -1.67256 -0.93883 1.87639
C -1.46236 1.22378 -3.92116
C 2.54648 -0.52072 5.71928
H 1.81742 -5.17302 -3.67969
H 0.39957 -5.37879 -5.74838
H -3.04418 0.65997 2.62939
H -2.35888 -4.42478 -1.69938
Pt 0.40821 -0.23465 2.00737
H -3.35266 -2.24849 -2.35462
H 2.13461 -2.66114 2.54260
C -0.65009 -3.55178 -0.71846
H -1.96797 -1.09705 0.85110
Si 2.03232 1.41879 -0.00582
H -0.41433 -2.80014 2.19272
H -0.31576 -4.51965 -0.33418
H -1.18618 4.23729 4.04200
H -2.26284 0.53480 -3.62648
N 1.70838 -0.86396 3.49612
C 0.89933 2.05832 5.61808
H -0.76174 -3.34354 -6.61845
H -2.22561 -0.07258 5.07615
H 1.77131 3.83719 -1.37495
C -0.37560 -1.19522 -1.11881
C -2.39926 -2.28277 -1.83072
C -0.85286 2.01764 -0.18560
C 1.29823 -4.30284 -4.09058
H -1.06794 1.08818 0.36650
H 2.55928 0.11354 6.60522
H 1.40702 1.82326 6.55300
C 0.49056 2.35174 -0.46005
H -2.93989 2.56556 -0.35098
H -0.62987 -1.19689 -5.38429
H 3.06603 2.14527 0.67421
Cl 2.49699 0.13101 -1.77204
C 0.09894 3.18039 5.44864
H -2.45188 4.70852 -1.53779
C -0.80352 -1.88323 2.61666
H 1.04664 -2.42747 0.03231
H -0.91523 2.52227 2.25477
C 1.40749 -3.08395 -3.42025
H -0.10448 5.32535 -2.04760
C -1.84023 -0.47019 4.13933
C -1.64280 4.04933 -1.24280
C 3.19764 -1.74656 5.67358
H -2.87354 2.59237 -4.81536
C 0.51040 -4.41464 -5.24127
C -0.83864 3.31526 -5.00089
H 1.91428 1.64713 -3.92282
H 3.56998 -3.49543 4.42941
C -0.54993 3.37753 4.22524
C 3.08293 -2.52654 4.51750
Si 0.43812 -0.56586 -2.60394
H 2.03755 -3.01783 -2.53639
C -0.40432 2.43854 3.21137
H -1.11167 4.25020 -5.50245
C -0.12019 0.94214 -3.59692
C 0.09642 -2.39391 -0.51290
H 1.30048 3.72401 -4.99675
C -0.31123 4.38984 -1.51985
C -1.90478 2.84537 -0.57335
C 1.05235 1.15882 4.55286
C -1.83970 -3.49747 -1.44682
C 0.73372 3.55925 -1.14128
C -2.27751 -0.07378 2.85672
C -0.08358 -2.06691 -5.00967
H -0.02303 3.89478 6.25937
C -0.94416 -1.54973 4.02306
C -1.82126 2.39406 -4.60941
C 1.81978 -0.06892 4.60683
N 0.37389 1.34992 3.38017
C 0.85495 1.83643 -4.09063
H 1.64790 0.11989 0.79281
C -0.15532 -3.27653 -5.71474
```

Calculated values
Net charge ... 0
Spin multiplicity ... 3
Energy above the lowest of the compared OMol25 structures with the same formula, charge and spin ... 2.141 eV
Max |F| ... 0.087 hartree/bohr
Calculated total energy ... -75509.5289 eV
HOMO level (spin up / spin down) ... -3.808 / -5.590 eV
Lowest unoccupied orbital energy (spin up / spin down) ... -0.61 / -0.60 eV
Orbital gap (spin up / spin down) ... 3.197 / 4.986 eV



Here is a molecular structure, C39H35N4P2PdS from the OMol25 dataset. Energies are from ωB97M-V/def2-TZVPD.

```
82
C39H35N4P2PdS ωB97M-V/def2-TZVPD
H -4.89067 -3.81238 -1.64119
C 3.68425 1.03133 -0.54698
C -2.91934 -3.10850 -1.20319
N 3.04860 1.73746 -1.61511
H 5.60942 1.97403 -0.86091
H -4.58043 -1.02945 1.59839
H 1.89140 2.63865 1.66838
N 1.77995 2.34358 -3.26912
H -5.96144 -2.47551 0.13919
H 1.31883 -3.65276 0.63362
H 0.85508 3.23100 -4.90149
C -4.08070 0.81015 3.99594
C -4.29116 -3.17123 -1.00912
H -2.14669 -0.90860 1.25754
C 3.64775 2.83386 -2.24110
H -0.26095 2.46355 -3.74596
C -2.13896 -2.28089 -0.39173
C -0.98642 2.67208 -0.19009
C -0.56966 -2.52745 -3.26625
P -0.55479 1.14870 2.06276
C 0.17506 -2.53428 2.04388
P -0.34546 -2.28487 -0.53883
H 6.68638 0.75994 0.96034
C 1.88099 1.46442 -2.25998
H 2.98290 3.97677 -3.99735
H -1.34169 -1.77051 -3.19658
C 5.64235 0.57981 0.74080
C 0.10173 -2.97040 -2.11976
C -2.74791 -1.54225 0.61894
C 0.69785 -4.08376 -4.58745
H 5.36788 -0.94659 2.24259
S 0.66113 0.26198 -2.09334
H 2.41812 4.50114 0.15094
C -4.62157 2.07975 3.82613
C 1.36913 -4.51867 -3.45415
H 0.70894 1.46426 -4.84945
H -1.40036 4.05609 -1.76141
H -0.62394 -3.77840 3.70721
C 0.69776 2.37449 -4.25326
H -0.56381 -1.46815 5.08907
C 1.47765 3.97545 0.04983
C -4.11515 -1.61092 0.81322
C 0.24311 -0.65667 3.18974
C 0.54915 4.37705 -0.90275
H -4.37664 4.02535 2.95134
H -4.60883 0.07031 4.58262
C -0.27104 -3.08852 -4.49327
H 4.57039 3.27028 -1.91341
C -0.67886 3.72357 -1.02654
C 1.07496 -3.96445 -2.21748
N 2.97900 0.13820 0.13557
H 0.27288 1.19291 4.30986
C -4.89084 -2.42279 -0.00704
C -0.32396 -2.80772 3.34288
C -3.95551 3.03618 3.06869
Pd 0.66825 -0.30188 0.13217
C -2.74336 2.73450 2.47732
C 1.18227 2.92308 0.90008
H -2.21527 3.49934 1.92580
C 4.91872 -0.36324 1.45162
C -2.87413 0.48622 3.40402
C -2.19038 1.45421 2.65394
C -0.06062 2.28409 0.79185
C 3.59705 -0.54975 1.10851
H -1.93752 2.16094 -0.27867
H 2.11569 -5.29759 -3.52848
H -0.33001 -4.26954 0.85526
H -0.80188 -2.76231 -5.37765
H 2.98952 -1.28110 1.62507
C 5.02495 1.28088 -0.27923
C -0.28676 -1.62427 4.05774
H -2.47354 -0.51180 3.51307
C 0.27945 -3.36660 0.81198
H 1.60521 -4.32540 -1.34603
H 1.67840 1.01058 3.20012
H -5.56968 2.32562 4.28621
H 0.92155 -4.52722 -5.54858
C 0.62353 0.79098 3.36083
N 0.55960 -1.26456 1.96680
C 2.86451 3.19450 -3.26713
H 0.77513 5.21854 -1.54603
H -2.46650 -3.71487 -1.97576
```

Calculated values
Net charge ... +3
Energy above the lowest of the compared OMol25 structures with the same formula, charge and spin ... 0.000 eV
Max |F| ... 0.016 hartree/bohr
Calculated total energy ... -79840.1085 eV
HOMO level (spin up / spin down) ... -16.176 / -16.208 eV
Lowest unoccupied orbital energy (spin up / spin down) ... -10.58 / -10.57 eV
Orbital gap (spin up / spin down) ... 5.595 / 5.641 eV



Here is a molecular structure, C39H36AlO9 in a non-equilibrium geometry from the OMol25 dataset. Energies are from ωB97M-V/def2-TZVPD.

```
85
C39H36AlO9 ωB97M-V/def2-TZVPD
C 3.98421 1.94918 0.64352
H -2.28642 -3.63921 -0.28524
H -1.44531 -1.86617 -3.10620
C 0.26184 4.01879 -2.09940
H -1.85781 0.11114 0.98799
C 0.88782 -2.71129 -0.94268
C 0.96120 0.96313 4.24127
H -5.73343 -0.41556 -1.11262
C -3.63419 -0.69800 -0.81230
C -1.62238 -1.74581 2.95949
H 1.26376 -6.06379 -0.82525
H -0.97810 -3.81840 3.04066
H -3.58007 -1.17883 3.64939
Al -0.14558 1.49268 -0.93758
H 0.44834 -0.06623 -3.38502
C 0.06931 2.11828 -3.94869
H -3.65614 -0.38751 0.23763
O -0.28714 -1.27623 2.94007
C 2.08842 2.49682 -2.69561
H -1.20615 -3.08559 4.62059
C 0.55216 0.77633 1.73798
H -5.72035 -1.26306 -3.40820
H 1.19292 4.05501 -3.96291
C -4.78814 -1.26165 -2.84223
H 4.87765 -1.23274 1.45174
H -1.19590 4.14945 4.36610
C -1.61760 -3.15269 3.60208
C 0.32746 1.41972 3.07373
H -0.88195 2.99497 2.22362
H -1.17691 -5.88392 -0.34796
C -4.79631 -0.74057 -1.56668
H 2.03162 2.76143 0.80250
C 2.85935 -0.39553 1.64874
C -2.55205 -0.78918 3.67891
C -1.31933 -0.84909 0.89484
C 1.50293 -3.96673 -0.97725
H -2.55853 0.22393 3.26838
C -0.45922 2.56736 3.12460
C 2.20150 0.84030 -4.37640
C -0.48380 -2.58674 -0.66029
C 0.91207 0.89207 -3.53866
H -2.62915 -3.57322 3.66509
O -2.27147 1.89269 -4.26959
O -0.25037 -0.26925 -1.13095
H 2.54443 3.00353 -1.85995
C 4.76602 0.80599 0.79155
C 2.62840 1.89604 0.94750
C 0.03094 2.78353 5.48205
O -1.51887 1.78531 -2.16986
C -3.57854 -1.63260 -3.41968
O -2.02018 -1.86518 1.60308
C 4.21035 -0.36406 1.32407
H 5.82139 0.81561 0.51964
C 0.00263 -0.68905 1.67023
C -0.61288 3.24961 4.34052
C 0.76006 -5.10751 -0.77454
C -2.44623 -1.17090 -1.36328
C -1.37074 1.94363 -3.45745
C -0.62065 -4.99891 -0.52658
H 1.29130 1.30439 6.36212
O -0.01397 5.21008 -2.22867
H 2.47427 -1.28393 2.12275
O -0.04823 1.63386 0.80686
O 1.43375 1.28660 -2.22421
H -2.25987 -0.69493 4.73202
H 2.56615 -4.00341 -1.21141
C 0.83290 1.63339 5.44121
H 0.03413 2.20338 -5.04644
H 1.61014 0.10329 4.17155
H -0.12245 3.31288 6.42679
H 1.47266 -1.85445 -1.13355
H -3.52875 -1.91049 -4.45531
H 2.72916 -0.08190 -4.22265
C 0.89462 3.26582 -3.26727
H 4.44175 2.87259 0.29188
H 1.94382 0.95868 -5.44035
H 3.22901 2.83362 -4.50467
H 3.97296 1.69254 -3.39655
H 0.73725 -1.29735 1.18235
C 3.00886 2.02487 -3.81099
C 2.05161 0.73094 1.44775
C -2.42105 -1.57250 -2.68187
O 0.15988 3.30835 -1.03099
C -1.14268 -1.19406 -0.58800
C -1.23213 -3.74354 -0.47691
```

Calculated values
Net charge ... -1
Max |F| ... 0.028 hartree/bohr
Calculated total energy ... -66060.9038 eV
HOMO level ... -6.246 eV
Lowest unoccupied orbital energy ... 2.53 eV
Orbital gap ... 8.772 eV



- Which of these has the highest calculated total energy?
  C39H36AlO9



- Which of these has the lowest net charge?
  C39H36AlO9



- Look up the calculated total energy of the third one.
  -66060.9038 eV



- Which value of max |F| does entry 2 give?
  0.016 hartree/bohr